(1)
A structure of composition C6H9KNaO2 at a distorted geometry, computed with ωB97M-V/def2-TZVPD.

XYZ file:
```
19
Properties=species:S:1:pos:R:3
C -0.59416 0.82283 -0.01415
H -0.42840 0.28838 0.93582
H 0.04200 0.92043 -0.90630
C -0.78138 -1.43733 -0.90726
C 0.31838 -2.26783 -0.46105
C 1.63496 -1.87008 -0.65854
O 2.48321 -1.73980 0.33510
Na 2.41842 -3.82346 0.97716
H -0.72600 -1.17399 -1.97105
H -1.76765 -1.80815 -0.60347
H 0.03063 -2.74541 0.49010
H 1.86473 -1.25751 -1.55125
H -0.55903 3.55482 -0.10791
O 0.42433 2.73142 1.47682
C -0.49557 2.63626 0.50933
C -1.71470 1.81137 0.23070
H -2.30828 1.58110 1.12314
H -2.22780 2.07894 -0.70649
K 2.38633 1.69798 1.80931
```

The value obtained for the calculated total energy is -31197.98754 eV. Its energy above the lowest of the compared OMol25 structures with the same formula, charge and spin is 77.1 kcal/mol. The calculation puts the molecular weight at 175.22 g mol⁻¹. As for the multiplicity: 2. The gap between HOMO and LUMO (alpha / beta) comes out at 3.024 / 3.761 eV. As for the maximum force: 2.9 eV Å⁻¹. The expectation value of S² is 0.8306.

***

(2)
The molecule C6H16N2O at a distorted geometry, computed with ωB97M-V/def2-TZVPD.

XYZ file:
```
25
Properties=species:S:1:pos:R:3
C -1.18981 -1.55593 -1.76349
C -0.32566 -0.30799 -1.85216
C 0.52219 0.08051 -0.52411
C 1.62570 -0.96975 -0.33634
C -0.35227 0.30327 0.72354
N -1.40722 1.26961 0.49206
O -0.98267 -0.87213 1.16244
C 0.58458 0.89543 1.93681
N 0.87759 2.32516 1.82583
H -0.62679 -2.41844 -1.39532
H -1.58118 -1.81875 -2.75314
H -2.05511 -1.40023 -1.11297
H -0.95163 0.54402 -2.14179
H 0.39007 -0.43541 -2.67411
H 1.00969 1.02736 -0.78670
H 1.24894 -1.90893 0.07865
H 2.41748 -0.60134 0.32126
H 2.10344 -1.21189 -1.29176
H -2.01855 0.90837 -0.23643
H -1.99057 1.29423 1.32719
H -0.29692 -1.48582 1.47225
H 1.51361 0.33444 2.06479
H 0.03183 0.73301 2.87008
H -0.00858 2.78234 1.58574
H 1.46182 2.48884 1.00767
```

The value obtained for the calculated total energy is -11509.24013 eV. Its energy above the lowest of the compared OMol25 structures with the same formula, charge and spin is 18.8 kcal/mol. The calculation puts the molecular weight at 132.21 g mol⁻¹. The gap between HOMO and LUMO comes out at 9.781 eV. As for the maximum force: 2.2 eV Å⁻¹.

***

(3)
The molecule H2N6 at a distorted geometry, computed with ωB97M-V/def2-TZVPD.

XYZ file:
```
8
Properties=species:S:1:pos:R:3
N -1.51530 0.01659 -0.35850
N 0.03508 0.09361 0.06320
N 0.86337 1.02779 -0.26876
N 2.03093 0.53261 -0.04050
N 1.91160 -0.70038 0.40384
N 0.65231 -1.00792 0.42393
H -2.06427 0.86770 -0.25097
H -1.91370 -0.83001 0.02774
```

The value obtained for the calculated total energy is -8968.95284 eV. Its energy above the lowest of the compared OMol25 structures with the same formula, charge and spin is 14.0 kcal/mol. The calculation puts the molecular weight at 86.06 g mol⁻¹. The gap between HOMO and LUMO comes out at 11.367 eV. As for the maximum force: 4.4 eV Å⁻¹.

***

(4)
A cluster of 2 separate species, H2N2O4S in total at a distorted geometry, computed with ωB97M-V/def2-TZVPD.

XYZ file:
```
9
Properties=species:S:1:pos:R:3
N -1.58633 0.06211 1.36608
N -1.76215 -0.22458 0.31537
O 0.39403 -0.67929 -1.05411
O -2.08342 -0.55350 -0.72120
O 1.46236 1.50077 -0.57643
O 1.10179 -0.07447 1.36757
S 1.68777 0.13592 -0.26593
H 0.44114 -0.48358 -2.00668
H 0.34482 0.31662 1.57533
```

The value obtained for the calculated total energy is -22034.52442 eV. Its energy above the lowest of the compared OMol25 structures with the same formula, charge and spin is 15.4 kcal/mol. The calculation puts the molecular weight at 126.09 g mol⁻¹. The gap between HOMO and LUMO comes out at 11.556 eV. As for the maximum force: 8.8 eV Å⁻¹.

***

(5)
A structure of composition C30H44Br2FeN2P2 at a distorted geometry, computed with ωB97M-V/def2-TZVPD.

XYZ file:
```
81
Properties=species:S:1:pos:R:3
N -5.57840 -1.80267 4.22901
C -4.65181 -0.99177 4.75779
C -4.13415 0.09877 4.05164
C -4.55463 0.31032 2.71743
C -5.58781 -0.50250 2.20967
C -6.05893 -1.55447 3.00750
C -3.80527 1.21470 1.86855
Fe 0.53822 2.25854 -0.67724
P 2.64764 0.91288 -1.59218
C -3.96820 1.23995 0.52810
C -2.99920 1.89016 -0.34566
C -2.81605 1.37140 -1.63989
C -1.75166 1.80377 -2.43545
C -0.93845 2.76986 -1.86819
C -1.24029 3.52502 -0.69103
C -2.20291 2.94980 0.13944
Br 1.02981 3.40411 -2.76264
H -3.11385 1.89084 2.38256
H -4.78954 0.71041 0.03099
H -3.38186 0.73838 4.51518
H -6.01053 -0.34402 1.21814
H -4.29922 -1.20600 5.77042
H -6.84490 -2.22129 2.63744
H -3.51765 0.60230 -1.99567
H -2.40561 3.34424 1.12896
H -1.62867 1.43324 -3.45551
H -0.86389 4.53463 -0.52975
P -0.32682 -2.08360 -0.32502
C 3.59975 2.33309 -0.88734
C 4.58427 3.02381 -1.81484
H 4.08478 1.97607 0.03265
H 2.85324 3.08295 -0.56453
H 4.98921 3.90648 -1.30632
H 5.43744 2.38010 -2.04669
H 4.12077 3.37562 -2.74501
C 2.83438 0.61172 -3.40761
C 4.22968 0.69430 -4.03098
H 2.15613 1.30610 -3.92901
H 2.41396 -0.39473 -3.57600
H 4.13180 0.72265 -5.12876
H 4.75669 1.60817 -3.73795
H 4.85329 -0.17970 -3.78650
C 3.35962 -0.59878 -0.82877
C 4.87437 -0.64558 -0.79433
H 2.95772 -1.47054 -1.36439
H 2.96227 -0.66772 0.19172
H 5.19009 -1.58661 -0.33746
H 5.32231 -0.62016 -1.78977
H 5.30720 0.15883 -0.19522
C 0.35440 -3.63094 0.42627
C 1.77236 -3.97837 -0.02491
H -0.34453 -4.44691 0.17450
H 0.33448 -3.48156 1.51385
H 2.06785 -4.93587 0.42647
H 1.82624 -4.08669 -1.11800
H 2.50688 -3.22763 0.30491
C -0.45163 -2.70226 -2.06503
C -1.48509 -1.97647 -2.91990
H -0.67285 -3.78328 -2.00927
H 0.55555 -2.58147 -2.49747
H -1.39480 -2.32065 -3.95741
H -2.50429 -2.18617 -2.57624
H -1.34343 -0.88957 -2.91122
C -2.10409 -2.23739 0.16178
C -2.35707 -2.56508 1.62936
H -2.57359 -2.98952 -0.49503
H -2.57024 -1.26597 -0.07007
H -3.43238 -2.73119 1.76970
H -1.82728 -3.46937 1.95448
H -2.06898 -1.72991 2.28348
Br 2.61565 -1.36965 2.92030
C 1.70262 0.31778 2.71517
C 1.76516 1.29136 3.70232
C 1.13459 2.51209 3.43468
C 0.59374 2.78188 2.18228
N 0.61071 1.83792 1.19275
C 1.03724 0.57477 1.52250
H 2.29281 1.09601 4.62548
H 1.09657 3.29334 4.18539
H 0.18114 3.77026 1.92620
H 0.91785 -0.20256 0.76520
```

The value obtained for the calculated total energy is -227837.01753 eV. The net charge is +2. The calculation puts the molecular weight at 710.30 g mol⁻¹. As for the multiplicity: 5. The gap between HOMO and LUMO (alpha / beta) comes out at 6.421 / 5.454 eV. As for the maximum force: 3.3 eV Å⁻¹. The expectation value of S² is 6.0411.

***

(6)
A structure of composition C18H21N4O4STi, computed with ωB97M-V/def2-TZVPD.

XYZ file:
```
49
Properties=species:S:1:pos:R:3
Ti -0.05773 -0.60756 0.11827
C 0.13212 -1.93752 3.34388
C -0.57491 -2.04986 2.02338
C -0.09193 -2.88008 1.00956
C -0.69969 -2.92682 -0.25691
C -0.18572 -3.82035 -1.35185
C -1.87150 -2.16702 -0.45752
C -2.38695 -1.32487 0.52958
C -3.65632 -0.54934 0.32207
C -1.69165 -1.23158 1.74755
H 0.69355 -1.00308 3.39776
H 0.82242 -2.76503 3.49373
H -0.58726 -1.93042 4.16200
H 0.78847 -3.48144 1.20089
H 0.02859 -3.25221 -2.25789
H -0.93614 -4.56875 -1.61014
H 0.71763 -4.34312 -1.04227
H -2.35600 -2.20484 -1.42550
H -3.95266 -0.54333 -0.72580
H -3.55096 0.48059 0.66527
H -4.46512 -1.00538 0.89520
H -2.03937 -0.54205 2.50673
O 4.45537 2.97484 1.51771
C 4.91734 2.00410 0.74557
O 6.04705 1.97634 0.33803
C 3.95561 0.93672 0.33460
C 4.31075 -0.13239 -0.46168
N 3.21124 -0.88324 -0.63113
N 2.15023 -0.36651 -0.00002
C 2.59169 0.73888 0.58797
C 1.55499 1.52345 1.33089
O 1.83748 2.55639 1.91393
O 0.37566 0.99867 1.25100
H 3.50563 2.85801 1.75671
H 5.26775 -0.37963 -0.89059
H 3.12148 -1.72614 -1.17575
C -0.16958 3.24572 -0.95549
N -1.35238 2.59973 -1.52608
C -2.58774 3.21079 -1.65218
C -3.39464 2.36236 -2.31989
N -2.63491 1.24405 -2.59129
C -1.38757 1.39081 -2.10695
S -0.11579 0.24019 -2.26137
H -0.05050 4.22200 -1.41866
H 0.69499 2.63025 -1.18894
H -0.27126 3.33940 0.12423
H -2.77488 4.19430 -1.25888
H -4.42149 2.45721 -2.62284
H -2.91541 0.43778 -3.12691
```

The value obtained for the calculated total energy is -67105.86700 eV. The net charge is +1. Its energy above the lowest of the compared OMol25 structures with the same formula, charge and spin is 7.2 kcal/mol. The calculation puts the molecular weight at 437.32 g mol⁻¹. As for the multiplicity: 3. The gap between HOMO and LUMO (alpha / beta) comes out at 7.404 / 8.761 eV. As for the maximum force: 0.3 eV Å⁻¹. The expectation value of S² is 2.0057.